# 1
Here is C7H5Br3S as an isolated structure from the OMol25 dataset. Energies are from ωB97M-V with the def2-TZVPD basis set.

```
16
Properties=species:S:1:pos:R:3:lowdin_charge:R:1
Br 0.887 -2.677 0.097 0.73
Br -4.729 -0.598 -1.024 0.62
Br -3.325 0.901 1.454 0.64
S 2.441 1.349 0.952 0.96
C -2.435 1.305 -1.373 -0.20
C 3.644 0.140 1.243 -0.41
C -3.131 0.370 -0.406 -1.25
C 1.335 0.147 0.490 -0.34
C -1.863 0.028 -0.962 -0.11
C 3.186 -1.112 0.994 -0.23
C 1.829 -1.103 0.551 -0.85
H -1.360 -0.821 -1.359 0.07
H -2.033 2.224 -0.960 0.10
H 4.614 0.441 1.583 0.06
H -2.813 1.427 -2.385 0.10
H 3.753 -2.019 1.106 0.10
```

Calculated values
* HOMO-LUMO gap (spin up / spin down): 0.30591 / 0.26438 Ha
* energy relative to the best compared isomer or geometry (same formula, charge and spin): 0.0 kJ/mol
* LUMO level (spin up / spin down): -0.99 / -1.78 eV
* strongest force on any atom: 0.7 eV/A
* HOMO energy (spin up / spin down): -9.311 / -8.973 eV



# 2
Here is a 2-piece molecular cluster, C7H5BrFNO2 overall from the OMol25 dataset. Energies are from ωB97M-V with the def2-TZVPD basis set.

```
17
Properties=species:S:1:pos:R:3:lowdin_charge:R:1
Br -4.020 0.124 -0.376 0.83
F -0.645 -2.006 1.101 0.05
O -1.166 0.904 -0.619 -0.01
O -0.832 1.248 1.568 0.03
N -1.576 0.929 0.589 -0.43
C 2.001 0.304 0.086 -0.13
C 1.177 -0.777 -1.903 -0.06
C 0.291 -1.409 0.321 -0.31
C 0.345 -1.462 -1.027 0.11
C 1.990 0.246 -1.280 -0.08
C -2.836 0.608 0.981 -0.44
C 1.223 -0.497 0.897 -0.04
H 2.686 0.885 -1.890 0.12
H -3.167 0.681 1.978 0.07
H 1.164 -0.195 1.963 0.12
H 1.243 -0.844 -2.929 0.07
H 2.123 1.260 0.539 0.10
```

Calculated values
* HOMO-LUMO gap (spin up / spin down): 0.31283 / 0.23199 Ha
* energy relative to the best compared isomer or geometry (same formula, charge and spin): 414.7 kJ/mol
* LUMO level (spin up / spin down): -0.61 / -2.69 eV
* strongest force on any atom: 4.1 eV/A
* HOMO energy (spin up / spin down): -9.121 / -8.999 eV



# 3
Here is the molecule C7H5F5O from the OMol25 dataset. Energies are from ωB97M-V with the def2-TZVPD basis set.

```
18
Properties=species:S:1:pos:R:3:lowdin_charge:R:1
F -1.313 -1.374 -3.277 0.10
F -1.997 -0.884 -0.611 0.11
F -2.069 0.933 -1.760 0.14
F 0.241 0.070 -3.177 0.16
F 0.429 1.655 -0.752 0.12
O 0.898 -2.687 -1.617 0.18
C -0.444 -0.750 -2.373 -0.44
C -0.330 0.369 1.099 -0.13
C 1.345 0.724 3.004 -0.02
C -0.123 0.532 -0.298 -0.21
C -1.208 -0.009 -1.303 -0.41
C 0.492 -1.569 -1.567 0.00
C 1.077 0.414 1.774 -0.16
H -0.785 -0.591 1.224 0.11
H -1.064 1.131 1.493 0.16
H 1.846 0.529 0.974 0.11
H 2.384 0.893 3.272 0.05
H 0.620 0.615 3.896 0.10
```

Calculated values
* HOMO-LUMO gap (spin up / spin down): 0.32102 / 0.30796 Ha
* energy relative to the best compared isomer or geometry (same formula, charge and spin): 212.9 kJ/mol
* LUMO level (spin up / spin down): -0.52 / -0.72 eV
* strongest force on any atom: 4.1 eV/A
* HOMO energy (spin up / spin down): -9.256 / -9.104 eV



# 4
Here is C7H5F5W as an isolated structure from the OMol25 dataset. Energies are from ωB97M-V with the def2-TZVPD basis set.

```
18
Properties=species:S:1:pos:R:3:mulliken_spin:R:1
W 0.000 0.391 0.184 2.24
F -1.204 1.057 2.776 -0.02
F 0.995 1.201 2.882 -0.02
F -1.006 -1.350 1.649 0.02
F 1.147 -1.170 1.581 0.02
F 0.155 -1.671 3.496 0.00
C 0.390 -0.949 -1.623 -0.01
C 0.055 -0.963 2.450 0.00
C -0.980 -0.535 -1.652 -0.03
C 0.341 1.350 -1.860 -0.01
C -0.042 0.560 2.370 -0.14
C 1.206 0.219 -1.752 -0.03
C -1.008 0.887 -1.797 -0.01
H -1.898 1.502 -1.859 0.00
H 0.656 2.381 -1.972 0.00
H 0.746 -1.967 -1.527 0.00
H 2.289 0.241 -1.770 0.00
H -1.843 -1.184 -1.578 0.00
```

Calculated values
* net charge: +2
* HOMO-LUMO gap (spin up / spin down): 0.28607 / 0.31704 Ha
* <S²>: 2.0845
* LUMO level (spin up / spin down): -11.81 / -11.15 eV
* strongest force on any atom: 0.1 eV/A
* HOMO energy (spin up / spin down): -19.591 / -19.772 eV
* multiplicity: 3



# 5
Here is the molecule C7H5N5 from the OMol25 dataset. Energies are from ωB97M-V with the def2-TZVPD basis set.

```
17
Properties=species:S:1:pos:R:3:lowdin_charge:R:1
N -2.878 0.258 0.182 -0.03
N 0.810 3.196 -1.052 0.16
N -1.848 0.953 0.599 0.08
N -2.600 -0.962 -0.240 0.06
N 1.084 1.585 0.749 0.14
C 1.465 -0.744 0.247 0.02
C -0.884 0.090 0.570 -0.19
C 0.800 2.349 -0.153 -0.27
C -1.304 -1.121 -0.075 -0.30
C 0.959 -1.777 -0.454 -0.09
C 0.611 0.262 0.948 -0.26
C -0.392 -1.938 -0.690 0.05
H 0.729 0.023 1.964 0.14
H 1.668 -2.548 -0.808 0.12
H -0.775 -2.790 -1.412 0.17
H 0.035 3.791 -0.890 0.06
H 2.519 -0.628 0.515 0.13
```

Calculated values
* HOMO-LUMO gap (spin up / spin down): 0.28504 / 0.28511 Ha
* energy relative to the best compared isomer or geometry (same formula, charge and spin): 415.7 kJ/mol
* LUMO level (spin up / spin down): -2.09 / -2.09 eV
* SMILES: N=C=N[C@@H]1C=CC=C2N=NN=C21
* strongest force on any atom: 4.6 eV/A
* HOMO energy (spin up / spin down): -9.847 / -9.849 eV



# 6
Here is the molecule C7H5NO from the OMol25 dataset. Energies are from ωB97M-V with the def2-TZVPD basis set.

```
14
Properties=species:S:1:pos:R:3:lowdin_charge:R:1
O -1.225 2.106 -0.041 0.08
N -3.441 -0.662 0.054 0.17
C 1.913 0.133 0.064 -0.04
C -0.404 1.029 -0.040 -0.25
C 0.018 -1.378 -0.031 -0.08
C -2.285 -0.562 0.080 -0.19
C 0.974 1.161 -0.077 -0.02
C -0.891 -0.373 -0.046 -0.18
C 1.380 -1.189 0.001 -0.08
H 2.130 -1.966 -0.075 0.10
H -2.070 1.586 0.002 0.11
H -0.306 -2.388 -0.456 0.15
H 2.836 0.312 0.483 0.08
H 1.371 2.193 0.082 0.13
```

Calculated values
* HOMO-LUMO gap: 0.33446 Ha
* energy relative to the best compared isomer or geometry (same formula, charge and spin): 75.1 kJ/mol
* LUMO level: -0.09 eV
* SMILES: N#Cc1ccccc1O
* strongest force on any atom: 4.9 eV/A
* HOMO energy: -9.191 eV



# 7
Here is the molecule C7H5NO2 from the OMol25 dataset. Energies are from ωB97M-V with the def2-TZVPD basis set.

```
15
Properties=species:S:1:pos:R:3:lowdin_charge:R:1
O -1.920 -2.490 -0.058 0.02
O 4.004 -1.135 -0.232 0.20
N -0.794 -0.293 -0.565 0.04
C 2.850 -1.014 -0.158 -0.13
C -0.622 -2.384 0.225 -0.13
C 0.103 -1.241 -0.100 -0.19
C 0.596 1.553 -0.004 -0.07
C 1.623 0.733 0.276 -0.06
C -0.602 0.969 -0.525 -0.14
C 1.559 -0.728 0.050 -0.09
H -2.162 -1.652 -0.506 0.10
H -0.183 -3.263 0.670 0.12
H 0.657 2.616 0.160 0.10
H -1.412 1.596 -0.873 0.11
H 2.564 1.131 0.628 0.12
```

Calculated values
* HOMO-LUMO gap: 0.26779 Ha
* energy relative to the best compared isomer or geometry (same formula, charge and spin): 206.1 kJ/mol
* LUMO level: -0.11 eV
* SMILES: O=C=c1cccn/c1=C\O
* strongest force on any atom: 2.6 eV/A
* HOMO energy: -7.402 eV



# 8
Here is an isolated ion of composition C7H5NO4S and charge -2 from the OMol25 dataset. Energies are from ωB97M-V with the def2-TZVPD basis set.

```
18
Properties=species:S:1:pos:R:3:lowdin_charge:R:1
S 0.325 -2.875 -0.053 1.01
O 3.477 0.153 -0.131 -0.05
O 5.662 -0.773 -0.668 0.02
O 5.520 0.654 1.054 -0.01
O 2.653 -1.959 0.030 -0.14
N -2.111 -2.125 0.282 -0.08
C -0.007 -1.145 -0.085 -0.50
C 2.444 -0.736 -0.128 -0.55
C 5.160 -0.032 0.123 -0.66
C -1.354 -3.136 0.242 -0.63
C 0.802 1.297 -0.040 -0.13
C -1.306 -0.988 0.041 -0.29
C 1.087 -0.189 -0.119 -0.24
H -1.820 -0.017 0.026 0.08
H -1.764 -4.179 0.305 0.04
H 0.496 1.867 -0.899 0.03
H 0.040 1.645 0.589 0.02
H 1.619 1.930 0.369 0.07
```

Calculated values
* net charge: -2
* HOMO-LUMO gap: 0.17162 Ha
* energy relative to the best compared isomer or geometry (same formula, charge and spin): 0.0 kJ/mol
* LUMO level: 5.54 eV
* SMILES: C/C(=C(/[O-])OC(=O)[O-])c1cncs1
* strongest force on any atom: 4.7 eV/A
* HOMO energy: 0.871 eV



# 9
Here is C7H6 as an isolated structure from the OMol25 dataset. Energies are from ωB97M-V with the def2-TZVPD basis set.

```
13
Properties=species:S:1:pos:R:3:lowdin_charge:R:1
C -1.509 1.070 0.029 0.05
C -0.418 -2.294 -0.115 0.08
C 2.433 0.216 0.167 0.06
C 0.043 -1.019 0.089 -0.23
C 1.327 1.282 -0.084 -0.11
C -0.358 0.443 0.037 -0.16
C 1.340 -0.455 -0.003 -0.14
H -1.454 -2.632 0.110 0.07
H 1.326 1.792 -1.079 0.12
H 0.186 -3.182 0.035 0.06
H 1.076 1.910 0.676 0.06
H -1.452 2.191 0.091 0.08
H -2.540 0.679 0.047 0.08
```

Calculated values
* HOMO-LUMO gap: 0.32086 Ha
* energy relative to the best compared isomer or geometry (same formula, charge and spin): 493.7 kJ/mol
* LUMO level: -0.30 eV
* strongest force on any atom: 4.0 eV/A
* HOMO energy: -9.030 eV



# 10
Here is a 26-piece molecular cluster, C7H62FIN3O25 overall from the OMol25 dataset. Energies are from ωB97M-V with the def2-TZVPD basis set.

```
99
Properties=species:S:1:pos:R:3:lowdin_charge:R:1
I 1.689 -0.157 -3.674 1.17
F -4.112 -1.619 0.281 -0.05
O 0.348 -6.402 -1.599 -0.05
O 2.585 1.830 -6.588 -0.07
O 2.156 -2.027 -6.987 -0.05
O -7.080 -1.544 1.453 -0.06
O 3.020 3.445 2.324 -0.05
O 8.343 -1.600 0.138 -0.06
O -2.975 6.869 -1.726 -0.06
O -8.460 0.854 0.168 -0.06
O 3.512 7.165 1.957 -0.06
O 4.162 8.214 4.708 -0.04
O -11.649 1.010 -0.252 -0.05
O -1.112 -2.789 -1.457 -0.03
O 2.593 0.692 3.051 -0.06
O -5.374 5.443 -0.823 -0.05
O -3.000 4.162 -0.244 -0.07
O 6.479 -3.484 1.495 -0.05
O 10.578 -0.330 -1.864 -0.06
O 0.450 -7.341 1.462 -0.04
O 4.158 -4.314 3.594 -0.06
O -4.605 2.960 2.263 -0.05
O -2.929 -8.879 -0.693 -0.05
O 0.923 5.289 2.123 -0.07
O 5.388 -3.091 -1.050 -0.06
O -2.511 -5.229 -0.638 -0.04
O -3.053 -3.651 2.024 -0.06
N 1.405 0.266 -0.657 -0.04
N -0.411 0.750 -1.697 0.14
N 3.159 -1.349 -0.991 0.01
C 0.471 0.644 0.338 0.06
C -3.637 -0.374 -0.122 -0.18
C -2.618 0.091 0.907 -0.13
C -1.891 1.369 0.363 -0.10
C 0.855 0.330 -1.828 -0.74
C -0.633 0.937 -0.362 -0.23
C 2.776 -0.167 -0.256 -0.18
H 0.711 -6.647 2.076 0.04
H 6.103 -2.603 1.374 0.05
H 7.204 -3.346 2.116 0.08
H -7.280 -0.601 1.387 0.01
H 0.141 -6.574 -2.524 0.06
H 3.415 8.096 5.305 0.05
H 5.699 -3.821 -0.498 0.04
H -2.025 -4.492 -1.026 -0.01
H 3.845 -3.552 4.091 0.03
H 2.986 -2.166 -0.426 0.08
H 7.963 -2.485 0.179 0.00
H 4.801 -3.951 2.973 -0.01
H -3.637 4.853 -0.014 0.01
H -3.766 7.021 -1.194 0.02
H 2.751 -0.427 0.800 0.11
H -2.470 -8.040 -0.772 0.00
H -3.847 -3.164 1.791 0.01
H -4.450 0.353 -0.160 0.13
H 3.453 0.675 -0.394 0.14
H -4.049 3.392 1.606 -0.01
H -6.175 -1.615 1.134 0.00
H 4.120 -1.320 -1.294 0.06
H -3.182 -0.545 -1.103 0.11
H 5.424 -3.442 -1.946 0.06
H -1.859 -0.691 0.980 0.11
H 0.843 -7.184 -1.322 0.05
H 0.646 0.683 1.397 0.14
H 1.969 -1.601 -6.146 -0.07
H -11.666 0.291 -0.892 0.04
H -0.211 -3.116 -1.340 0.06
H -2.438 4.582 -0.906 0.04
H 2.483 1.214 -5.856 -0.11
H -6.318 5.552 -0.662 0.07
H 1.797 5.354 1.719 0.00
H 2.087 3.532 2.564 0.02
H 2.768 -2.737 -6.770 0.04
H -2.539 1.915 -0.323 0.09
H 1.696 1.934 -6.943 0.04
H 3.949 7.512 2.748 0.00
H 3.499 1.018 3.017 0.04
H 3.026 2.763 1.648 0.02
H -1.098 0.909 -2.419 0.17
H -2.522 7.718 -1.736 0.05
H 0.609 6.198 2.129 0.05
H 2.195 1.200 3.767 0.05
H -1.885 -5.960 -0.675 0.00
H 11.483 -0.133 -2.126 0.04
H -3.624 -8.705 -0.050 0.04
H 4.889 8.474 5.282 0.05
H 8.626 -1.505 -0.780 0.02
H 10.394 0.304 -1.163 0.04
H 4.026 6.382 1.733 0.03
H -9.394 1.053 0.317 0.02
H 0.258 -6.873 0.644 -0.01
H -1.627 2.047 1.169 0.12
H -3.032 0.236 1.902 0.13
H -1.017 -1.833 -1.472 0.01
H -5.251 3.628 2.511 0.04
H -5.326 4.738 -1.478 0.06
H -12.577 1.210 -0.097 0.04
H -2.769 -4.046 1.190 -0.01
H -8.474 0.135 -0.472 0.04
```

Calculated values
* net charge: +1
* HOMO-LUMO gap: 0.31854 Ha
* energy relative to the best compared isomer or geometry (same formula, charge and spin): 0.0 kJ/mol
* LUMO level: -3.57 eV
* strongest force on any atom: 3.0 eV/A
* HOMO energy: -12.234 eV



> The highest strongest force on any atom belongs to which entry?

C7H5NO



> Which value of strongest force on any atom does entry 10 give?

3.0 eV/A



Repeat the fifth record exactly.
Here is the molecule C7H5N5 from the OMol25 dataset. Energies are from ωB97M-V with the def2-TZVPD basis set.

```
17
Properties=species:S:1:pos:R:3:lowdin_charge:R:1
N -2.878 0.258 0.182 -0.03
N 0.810 3.196 -1.052 0.16
N -1.848 0.953 0.599 0.08
N -2.600 -0.962 -0.240 0.06
N 1.084 1.585 0.749 0.14
C 1.465 -0.744 0.247 0.02
C -0.884 0.090 0.570 -0.19
C 0.800 2.349 -0.153 -0.27
C -1.304 -1.121 -0.075 -0.30
C 0.959 -1.777 -0.454 -0.09
C 0.611 0.262 0.948 -0.26
C -0.392 -1.938 -0.690 0.05
H 0.729 0.023 1.964 0.14
H 1.668 -2.548 -0.808 0.12
H -0.775 -2.790 -1.412 0.17
H 0.035 3.791 -0.890 0.06
H 2.519 -0.628 0.515 0.13
```

Calculated values
* HOMO-LUMO gap (spin up / spin down): 0.28504 / 0.28511 Ha
* energy relative to the best compared isomer or geometry (same formula, charge and spin): 415.7 kJ/mol
* LUMO level (spin up / spin down): -2.09 / -2.09 eV
* SMILES: N=C=N[C@@H]1C=CC=C2N=NN=C21
* strongest force on any atom: 4.6 eV/A
* HOMO energy (spin up / spin down): -9.847 / -9.849 eV



> Look up the strongest force on any atom of the first one.

0.7 eV/A